# 1
Molecular formula: Cl2N6O18Zr
Method: DFT, ωB97M-V with the def2-TZVPD basis set

Geometry as XYZ:
```
27
Properties=species:S:1:pos:R:3:forces:R:3:lowdin_charge:R:1
Zr -19.823 0.246 12.598 -0.514 1.731 -0.011 1.66
Cl -21.000 2.223 10.847 0.318 -1.053 1.372 -0.28
Cl -18.366 -1.646 13.146 -0.494 0.500 -0.476 -0.06
N -20.483 -1.710 9.439 -0.672 5.631 0.129 -0.63
O -20.318 -0.864 10.438 -0.926 -1.071 -0.645 -0.24
O -21.025 -1.466 8.394 -4.916 5.472 -2.566 -0.05
O -19.954 -2.702 9.313 6.548 -9.853 4.177 0.02
N -22.622 -0.909 14.067 -5.596 0.015 1.222 -0.64
O -23.575 -0.169 14.212 -0.227 3.071 -0.512 0.01
O -21.706 -0.724 13.311 6.225 2.693 -4.445 -0.19
O -22.758 -1.988 14.507 0.902 -5.686 2.433 0.02
N -20.130 -0.688 16.575 -1.820 -2.281 -0.555 -0.61
O -20.282 -0.228 17.700 1.689 4.055 1.451 -0.09
O -20.606 -1.829 16.553 0.192 -2.410 -2.281 -0.10
O -19.665 -0.157 15.529 0.087 0.452 1.718 -0.14
N -21.714 2.774 14.651 -3.276 4.219 3.371 -0.72
O -21.172 1.832 14.327 10.489 -8.619 -5.199 -0.09
O -21.224 3.830 15.034 1.157 1.886 -0.330 -0.05
O -22.857 2.498 14.790 -8.238 2.566 1.447 -0.04
N -17.542 1.217 9.999 -3.900 3.123 -3.012 -0.61
O -18.150 2.133 9.356 1.831 -0.195 -0.173 -0.10
O -16.523 0.722 9.595 2.275 -0.967 -0.001 -0.02
O -18.181 0.808 10.947 -0.457 -2.381 3.969 -0.23
N -18.063 2.663 13.943 -3.263 1.678 5.691 -0.63
O -18.418 1.508 13.725 -2.470 -7.158 1.995 -0.24
O -18.173 3.356 14.984 0.506 -2.428 1.184 -0.01
O -17.805 3.168 12.985 4.551 7.010 -9.952 0.08
```
Positions in Å, forces in eV/Å.

For the gap between HOMO and LUMO, the calculation gives 0.228 Eh. As for the energy relative to the best compared isomer or geometry (same formula, charge and spin): 123.5 kcal/mol. The largest force on an atom is 0.2827 Eh/bohr. Its molecular weight is 534.15 g mol⁻¹. The highest occupied orbital energy comes out at 3.11 eV. The total energy comes out at -2649.39568 Eh. As for the charge: -4.

***

# 2
Molecular formula: Cl2NO3P
Method: DFT, ωB97M-V with the def2-TZVPD basis set

Geometry as XYZ:
```
7
Properties=species:S:1:pos:R:3:forces:R:3:lowdin_charge:R:1
N 0.685 -0.968 -0.702 -2.166 2.718 1.874 -0.42
O 1.559 -1.456 -0.084 0.905 -0.679 0.179 0.08
O 0.225 -1.156 -1.771 0.030 -0.532 -1.048 0.06
O 0.540 1.889 0.440 0.257 -0.058 -0.199 -0.40
P -0.301 0.703 0.393 1.060 -0.694 -0.475 -0.04
Cl -2.055 1.035 -0.487 0.026 -0.465 -0.060 0.37
Cl -0.652 -0.048 2.212 -0.112 -0.290 -0.272 0.36
```
Positions in Å, forces in eV/Å.

For the gap between HOMO and LUMO (alpha / beta), the calculation gives 0.335 / 0.335 Eh. As for the energy relative to the best compared isomer or geometry (same formula, charge and spin): 21.1 kcal/mol. The largest force on an atom is 0.0768 Eh/bohr. Its molecular weight is 163.88 g mol⁻¹. The highest occupied orbital energy (alpha / beta) comes out at -10.54 / -10.54 eV. The total energy comes out at -1542.17007 Eh. As for the charge: 0.

***

# 3
Molecular formula: Cl2O2S2
Method: DFT, ωB97M-V with the def2-TZVPD basis set

Geometry as XYZ:
```
6
Properties=species:S:1:pos:R:3:forces:R:3:lowdin_charge:R:1
O 0.528 -0.281 -1.793 0.486 -0.636 -0.468 -0.63
O -0.717 0.015 1.935 0.114 -0.361 -0.328 -0.58
S 0.992 0.510 -0.679 -0.698 1.115 -0.543 0.34
S -0.908 0.637 0.638 -0.791 0.343 0.062 0.42
Cl -2.137 -0.478 -0.686 0.724 0.249 0.762 0.20
Cl 2.242 -0.404 0.584 0.166 -0.710 0.515 0.25
```
Positions in Å, forces in eV/Å.

The SMILES is O=S(Cl)#S(=O)Cl. For the gap between HOMO and LUMO, the calculation gives 0.317 Eh. As for the energy relative to the best compared isomer or geometry (same formula, charge and spin): 5.2 kcal/mol. The largest force on an atom is 0.0277 Eh/bohr. Its molecular weight is 167.04 g mol⁻¹. The highest occupied orbital energy comes out at -9.63 eV. The total energy comes out at -1867.18391 Eh. As for the charge: 0.

***

# 4
Molecular formula: Cl2O4Rb
Method: DFT, ωB97M-V with the def2-TZVPD basis set

Geometry as XYZ:
```
7
Properties=species:S:1:pos:R:3:forces:R:3:lowdin_charge:R:1
Rb -1.455 2.017 0.968 0.261 -0.269 -0.366 0.79
Cl -2.176 3.476 -1.525 -0.131 0.151 0.127 -0.77
Cl 0.721 -1.124 0.114 1.280 1.569 -0.363 0.61
O -0.362 -1.911 -0.352 -1.038 -0.701 -0.220 -0.35
O 0.475 0.290 -0.214 -0.194 -0.442 0.286 -0.52
O 0.853 -1.230 1.547 -0.085 -0.148 0.297 -0.39
O 1.943 -1.519 -0.539 -0.094 -0.158 0.239 -0.36
```
Positions in Å, forces in eV/Å.

For the gap between HOMO and LUMO, the calculation gives 0.261 Eh. As for the energy relative to the best compared isomer or geometry (same formula, charge and spin): 0.0 kcal/mol. The largest force on an atom is 0.0400 Eh/bohr. Its molecular weight is 220.37 g mol⁻¹. The highest occupied orbital energy comes out at -5.24 eV. The total energy comes out at -1245.31634 Eh. As for the charge: -1.

***

# 5
Molecular formula: Cl2O8Tl
Method: DFT, ωB97M-V with the def2-TZVPD basis set

Geometry as XYZ:
```
11
Properties=species:S:1:pos:R:3:forces:R:3:lowdin_charge:R:1
Tl 21.905 0.067 7.086 -0.041 -0.018 0.063 0.99
Cl 22.524 3.487 11.015 -4.376 1.366 -3.639 0.65
O 21.749 4.739 10.827 1.111 -2.740 -0.727 -0.17
O 23.693 3.333 10.275 2.717 0.618 -3.095 -0.15
O 22.936 3.480 12.285 1.481 -0.178 7.432 -0.12
O 21.806 2.265 10.654 -0.963 0.842 -0.074 -0.21
Cl 18.226 -3.928 6.106 1.441 0.299 -2.055 0.76
O 19.337 -3.411 6.947 -0.734 -0.216 -1.915 -0.24
O 18.446 -5.322 5.840 -0.236 1.152 0.242 -0.18
O 17.091 -3.604 6.880 -1.429 0.044 0.212 -0.16
O 18.001 -3.256 4.720 1.030 -1.168 3.557 -0.17
```
Positions in Å, forces in eV/Å.

For the gap between HOMO and LUMO, the calculation gives 0.055 Eh. As for the energy relative to the best compared isomer or geometry (same formula, charge and spin): 81.3 kcal/mol. The largest force on an atom is 0.1474 Eh/bohr. Its molecular weight is 403.28 g mol⁻¹. The highest occupied orbital energy comes out at -13.06 eV. The total energy comes out at -1693.59673 Eh. As for the charge: +1.

***

# 6
Molecular formula: Cl2OS
Method: DFT, ωB97M-V with the def2-TZVPD basis set

Geometry as XYZ:
```
4
Properties=species:S:1:pos:R:3:forces:R:3:lowdin_charge:R:1
O -0.014 0.039 -1.001 0.772 -1.845 -1.463 -1.04
S -0.746 0.675 0.149 -0.938 1.013 2.841 0.53
Cl 1.816 -0.149 -1.057 -0.233 0.284 0.260 0.48
Cl -1.056 -0.565 1.910 0.400 0.548 -1.638 0.03
```
Positions in Å, forces in eV/Å.

The SMILES is ClOSCl. For the gap between HOMO and LUMO (alpha / beta), the calculation gives 0.290 / 0.290 Eh. As for the energy relative to the best compared isomer or geometry (same formula, charge and spin): 55.4 kcal/mol. The largest force on an atom is 0.0614 Eh/bohr. Its molecular weight is 118.97 g mol⁻¹. The highest occupied orbital energy (alpha / beta) comes out at -9.81 / -9.81 eV. The total energy comes out at -1393.71033 Eh. As for the charge: 0.

***

# 7
Molecular formula: Cl3H3N4
Method: DFT, ωB97M-V with the def2-TZVPD basis set

Geometry as XYZ:
```
10
Properties=species:S:1:pos:R:3:forces:R:3:lowdin_charge:R:1
N 0.434 -1.954 -0.284 0.478 -0.729 -0.300 0.10
N -0.576 -1.221 -0.178 -1.213 0.099 -0.038 -0.19
N -0.667 -0.049 0.323 2.932 -0.597 -0.219 -0.15
N -1.787 0.551 0.525 -2.609 0.775 0.765 -0.80
Cl 4.113 1.450 0.216 0.031 -0.118 0.001 0.25
Cl -1.886 2.074 -0.444 0.086 -0.063 -0.243 0.44
Cl -3.313 -0.413 0.089 0.351 -0.007 -0.122 0.44
H 3.876 2.703 0.185 -0.042 0.101 -0.002 -0.26
H 1.285 -1.484 0.034 -0.349 0.363 0.068 0.07
H -1.479 -1.655 -0.465 0.335 0.177 0.091 0.10
```
Positions in Å, forces in eV/Å.

For the gap between HOMO and LUMO (alpha / beta), the calculation gives 0.293 / 0.293 Eh. As for the energy relative to the best compared isomer or geometry (same formula, charge and spin): 16.2 kcal/mol. The largest force on an atom is 0.0583 Eh/bohr. Its molecular weight is 165.41 g mol⁻¹. The highest occupied orbital energy (alpha / beta) comes out at -8.87 / -8.87 eV. The total energy comes out at -1601.20246 Eh. As for the charge: 0.

***

# 8
Molecular formula: Cl4H2S2Si2
Method: DFT, ωB97M-V with the def2-TZVPD basis set

Geometry as XYZ:
```
10
Properties=species:S:1:pos:R:3:forces:R:3:lowdin_charge:R:1
Si 0.809 0.443 0.434 0.098 -1.621 -1.399 -0.58
Si -1.491 0.173 0.105 0.331 0.181 -0.068 -0.87
S 1.983 0.944 -1.334 1.665 1.841 2.489 0.43
S 1.613 -1.536 0.955 -0.069 0.536 1.186 0.35
Cl 0.836 1.680 2.038 0.521 0.058 0.066 0.30
Cl -1.877 -0.647 -1.722 -0.050 0.055 -0.145 0.28
Cl -2.490 1.938 0.351 -0.012 -0.130 -0.114 0.28
Cl -2.082 -1.151 1.518 -0.240 -0.102 0.224 0.29
H 1.233 0.427 -2.194 -2.049 -1.265 -1.780 -0.28
H 1.467 -2.269 -0.150 -0.196 0.447 -0.459 -0.19
```
Positions in Å, forces in eV/Å.

The SMILES is S[Si](S)(Cl)[Si](Cl)(Cl)Cl. For the gap between HOMO and LUMO, the calculation gives 0.358 Eh. As for the energy relative to the best compared isomer or geometry (same formula, charge and spin): 5.2 kcal/mol. The largest force on an atom is 0.0684 Eh/bohr. Its molecular weight is 264.13 g mol⁻¹. The highest occupied orbital energy comes out at -9.60 eV. The total energy comes out at -3217.59016 Eh. As for the charge: 0.

***

# 9
Molecular formula: Cl4H2Si2
Method: DFT, ωB97M-V with the def2-TZVPD basis set

Geometry as XYZ:
```
8
Properties=species:S:1:pos:R:3:forces:R:3:lowdin_charge:R:1
Si -2.259 0.402 -1.280 0.963 0.211 0.442 -0.26
Si 1.390 -0.805 1.352 -0.196 0.447 -0.399 -0.21
Cl -3.617 -0.148 0.103 -0.537 -0.181 0.366 0.20
Cl -2.038 -0.999 -2.714 -0.051 -0.430 -0.485 0.19
Cl 0.480 -0.122 3.033 -0.130 0.158 0.387 0.17
Cl 0.214 -2.236 0.518 -0.189 -0.342 -0.197 0.16
H -2.623 1.674 -1.877 -0.311 0.392 -0.282 -0.13
H 2.672 -1.388 1.705 0.451 -0.255 0.169 -0.13
```
Positions in Å, forces in eV/Å.

For the gap between HOMO and LUMO (alpha / beta), the calculation gives 0.246 / 0.266 Eh. As for the energy relative to the best compared isomer or geometry (same formula, charge and spin): 65.6 kcal/mol. The largest force on an atom is 0.0210 Eh/bohr. Its molecular weight is 200.00 g mol⁻¹. The highest occupied orbital energy (alpha / beta) comes out at -8.15 / -8.48 eV. The total energy comes out at -2421.02942 Eh. As for the charge: 0.

***

# 10
Molecular formula: Cl5V
Method: DFT, ωB97M-V with the def2-TZVPD basis set

Geometry as XYZ:
```
6
Properties=species:S:1:pos:R:3:forces:R:3:lowdin_spin:R:1
V 4.948 28.238 -14.746 0.471 -1.706 -0.048 2.09
Cl 5.499 26.088 -12.715 -0.183 0.625 -0.519 -0.03
Cl 4.843 26.051 -16.277 -0.052 1.433 0.911 -0.03
Cl 3.212 28.744 -13.025 0.995 0.035 -1.388 -0.01
Cl 4.655 29.557 -16.905 0.044 -0.450 1.474 -0.01
Cl 7.207 28.757 -14.196 -1.274 0.064 -0.429 -0.01
```
Positions in Å, forces in eV/Å.

For the gap between HOMO and LUMO (alpha / beta), the calculation gives 0.255 / 0.282 Eh. Its expectation value of S² is 2.03. As for the energy relative to the best compared isomer or geometry (same formula, charge and spin): 10.7 kcal/mol. The largest force on an atom is 0.0344 Eh/bohr. Its spin multiplicity is 3. Its molecular weight is 228.21 g mol⁻¹. The highest occupied orbital energy (alpha / beta) comes out at -1.69 / -1.70 eV. The total energy comes out at -3245.19012 Eh. As for the charge: -2.